Entry 1:
A structure of composition C11H32BBrN13O20, computed with the ωB97M-V functional and the def2-TZVPD basis.

Relative energy (zero: lowest compared OMol25 entry of this formula, charge and spin) (kJ/mol): 122.41
Total charge: +1
F_max (eV Å⁻¹): 5.48
Orbital gap (eV): 8.5

XYZ file:
```
78
C11H32BBrN13O20 | the Open Molecules 2025 dataset | the ωB97M-V functional and the def2-TZVPD basis
O 5.16 2.25 2.58
B 4.84 2.91 1.37
O 5.37 4.26 1.22
N 4.07 2.37 0.22
C 2.83 1.88 0.12
N 2.30 1.45 -1.14
C 0.96 1.07 -0.78
N 0.80 1.26 0.62
N 1.94 1.74 1.20
Br 1.90 2.01 3.02
H 4.73 1.37 2.62
H 6.33 4.13 1.02
H 4.59 2.36 -0.68
H 0.17 0.69 -1.51
H -0.10 1.03 1.08
C 2.33 -0.13 -3.93
N 1.60 -0.78 -5.06
O 0.89 -1.74 -4.78
O 1.77 -0.31 -6.17
H 2.09 -0.66 -3.01
H 3.39 -0.20 -4.15
H 2.00 0.90 -3.89
C -1.30 -4.05 -4.83
N -1.91 -4.37 -3.51
O -2.86 -5.13 -3.50
O -1.41 -3.84 -2.53
H -1.84 -4.59 -5.60
H -1.37 -2.97 -4.97
H -0.26 -4.37 -4.79
C 2.79 6.30 1.94
N 1.73 6.76 1.01
O 0.72 6.08 0.92
O 1.95 7.79 0.40
H 2.46 5.38 2.42
H 3.69 6.14 1.36
H 2.94 7.09 2.69
C -2.84 -0.58 3.48
N -1.89 0.42 2.92
O -1.08 0.91 3.68
O -1.99 0.67 1.73
H -2.64 -0.71 4.54
H -3.85 -0.20 3.32
H -2.68 -1.52 2.94
C 2.38 -2.85 -0.22
N 3.32 -1.85 -0.80
O 4.14 -1.35 -0.05
O 3.19 -1.60 -1.99
H 2.60 -2.97 0.83
H 1.37 -2.46 -0.36
H 2.52 -3.78 -0.76
C -1.60 4.74 -0.92
N -1.71 3.27 -1.13
O -2.60 2.69 -0.55
O -0.88 2.75 -1.86
H -2.39 5.06 -0.25
H -0.62 4.94 -0.49
H -1.70 5.22 -1.89
C 2.77 -0.70 6.61
N 2.91 0.27 5.49
O 1.88 0.69 4.97
O 4.04 0.56 5.16
H 1.71 -0.87 6.79
H 3.26 -1.62 6.31
H 3.24 -0.26 7.48
C -7.01 1.51 1.88
N -7.04 0.05 2.18
O -6.05 -0.44 2.70
O -8.05 -0.55 1.88
H -6.05 1.91 2.20
H -7.14 1.63 0.81
H -7.83 1.97 2.44
C -4.06 -8.00 -3.86
N -3.58 -9.00 -4.85
O -3.00 -8.58 -5.84
O -3.82 -10.17 -4.60
H -3.78 -7.00 -4.21
H -5.14 -8.09 -3.79
H -3.57 -8.22 -2.91
```


Entry 2:
A structure of composition C12H14FIMgN2, computed with the ωB97M-V functional and the def2-TZVPD basis.

Relative energy (zero: lowest compared OMol25 entry of this formula, charge and spin) (kJ/mol): 0.00
F_max (eV Å⁻¹): 2.21
Orbital gap (eV): 7.1

XYZ file:
```
31
C12H14FIMgN2 | the Open Molecules 2025 dataset | the ωB97M-V functional and the def2-TZVPD basis
C 1.48 0.64 2.92
C 1.46 -0.83 2.83
H 2.50 1.01 3.03
H 0.89 1.01 3.76
H 1.07 1.10 2.01
H 1.01 -1.17 1.89
H 2.46 -1.25 2.88
H 0.87 -1.27 3.65
C -1.24 2.75 -2.48
C -0.32 3.49 -3.24
C 0.43 2.83 -4.21
C 0.23 1.47 -4.41
H -1.86 3.24 -1.72
H -0.22 4.56 -3.03
H 1.18 3.36 -4.78
H 0.77 0.89 -5.16
N -1.36 1.42 -2.61
C -0.67 0.77 -3.57
C -0.76 -0.71 -3.53
N -1.51 -1.22 -2.53
C -1.58 -2.54 -2.36
C 0.01 -2.93 -4.13
C -0.82 -3.44 -3.12
H -2.25 -2.91 -1.57
H -0.87 -4.51 -2.89
C 0.00 -1.55 -4.36
H 0.60 -1.09 -5.14
H 0.65 -3.58 -4.71
Mg -1.80 0.17 -0.90
I 0.92 0.12 -0.57
F -3.22 0.24 0.22
```


Entry 3:
The ion C13H18Br2NO2 with charge +1, computed with the ωB97M-V functional and the def2-TZVPD basis.

Total charge: +1
F_max (eV Å⁻¹): 2.78
Orbital gap (eV): 8.6
SMILES: CCCCc1c[nH+]c([C@H](Br)[C@@H](C)Br)cc1C(=O)O

XYZ file:
```
36
C13H18Br2NO2 | the Open Molecules 2025 dataset | the ωB97M-V functional and the def2-TZVPD basis
C 0.57 -0.50 5.19
C -0.14 -0.75 3.83
C 0.39 0.25 2.76
C -0.73 0.95 1.93
C -0.39 0.93 0.46
C 0.86 1.20 0.01
N 1.21 1.16 -1.27
C 0.31 0.83 -2.19
C 0.83 0.76 -3.64
Br -0.59 1.05 -4.92
C 1.51 -0.63 -3.79
C 0.57 -1.80 -3.44
Br 2.27 -0.88 -5.55
C -0.98 0.58 -1.85
C -1.34 0.63 -0.51
C -2.79 0.35 -0.15
O -3.60 1.24 -0.05
O -3.11 -0.95 0.09
H 1.44 0.16 5.11
H 0.96 -1.44 5.59
H -0.13 -0.03 5.89
H 0.17 -1.75 3.51
H -1.22 -0.76 3.90
H 0.99 1.05 3.21
H 1.09 -0.31 2.12
H -0.94 1.97 2.27
H -1.64 0.36 2.07
H 1.62 1.47 0.74
H 2.16 1.37 -1.56
H 1.59 1.53 -3.72
H 2.30 -0.66 -3.02
H 0.96 -2.74 -3.83
H -0.43 -1.58 -3.83
H 0.48 -1.89 -2.35
H -1.75 0.31 -2.56
H -2.50 -1.49 -0.45
```


Entry 4:
A cluster of 2 separate species, C5H11N2S in total, computed with the ωB97M-V functional and the def2-TZVPD basis.

Relative energy (zero: lowest compared OMol25 entry of this formula, charge and spin) (kJ/mol): 446.30
Total charge: +1
F_max (eV Å⁻¹): 3.91
Orbital gap (eV): 8.6

XYZ file:
```
19
C5H11N2S | the Open Molecules 2025 dataset | the ωB97M-V functional and the def2-TZVPD basis
C -2.08 1.83 0.27
C 3.47 0.08 -0.24
C -2.63 2.14 -1.12
C 0.41 -2.24 0.20
C -0.15 0.17 0.17
N -1.08 1.05 0.39
N -0.40 -1.11 0.40
S 4.97 -0.56 -0.11
H -2.47 2.37 1.15
H 3.60 0.98 -0.89
H -2.78 3.15 -1.12
H -3.62 1.69 -1.43
H -1.92 1.72 -1.83
H 0.21 -2.64 -0.80
H 1.44 -1.88 0.28
H 0.25 -2.90 1.04
H 0.86 0.55 0.13
H 4.64 -1.80 0.43
H -1.39 -1.22 0.70
```


Entry 5:
A cluster of 12 separate species, C32H91N19O12 in total, computed with the ωB97M-V functional and the def2-TZVPD basis.

F_max (eV Å⁻¹): 4.91
Orbital gap (eV): 8.6
SMILES: CC1(C)CCCC(C)(C)N1O.COC[C@H](C)N.COC[C@H](C)N.COC[C@H](C)N.COC[C@H](C)N.NC(N)=O.NC(N)=O.NC(N)=O.NC(N)=O.NC(N)=O.NC(N)=O.NC(N)=O

XYZ file:
```
154
C32H91N19O12 | the Open Molecules 2025 dataset | the ωB97M-V functional and the def2-TZVPD basis
C -21.26 21.05 -2.47
C -22.60 21.82 -2.49
C -23.28 21.40 -1.19
C -24.18 22.46 -0.54
C -23.49 23.81 -0.50
C -23.05 24.30 -1.90
N -22.25 23.24 -2.51
O -21.52 23.61 -3.65
C -24.35 24.63 -2.67
C -22.13 25.48 -1.68
C -23.40 21.43 -3.72
H -20.69 21.28 -3.37
H -21.50 19.98 -2.56
H -20.65 21.17 -1.59
H -23.97 20.57 -1.41
H -22.63 21.05 -0.39
H -24.47 22.14 0.47
H -25.16 22.53 -1.02
H -22.54 23.71 0.05
H -24.05 24.62 -0.05
H -24.96 23.74 -2.76
H -24.84 25.48 -2.19
H -24.17 24.98 -3.69
H -21.62 25.81 -2.59
H -22.54 26.34 -1.15
H -21.29 25.14 -1.06
H -24.45 21.77 -3.65
H -23.71 20.39 -3.86
H -22.97 21.91 -4.60
H -22.12 24.13 -4.20
C -25.47 26.46 -10.61
O -25.88 27.01 -11.64
N -26.28 25.75 -9.78
N -24.15 26.50 -10.26
H -27.27 25.73 -9.93
H -25.83 25.39 -8.96
H -23.77 26.09 -9.42
H -23.55 26.94 -10.93
C -28.42 23.85 -7.13
O -28.67 24.30 -6.03
N -28.88 24.46 -8.28
N -27.55 22.81 -7.33
H -28.73 23.98 -9.15
H -29.39 25.31 -8.13
H -26.88 22.70 -6.57
H -27.23 22.44 -8.20
C -24.26 21.10 -13.15
O -23.73 20.19 -12.52
N -23.89 22.41 -13.01
N -25.34 20.92 -13.97
H -24.29 23.12 -13.60
H -23.14 22.64 -12.38
H -25.70 19.99 -14.08
H -25.65 21.64 -14.59
C -22.46 17.37 -10.98
O -22.71 16.35 -10.34
N -22.55 18.61 -10.43
N -22.23 17.35 -12.33
H -22.60 18.74 -9.43
H -22.49 19.46 -10.95
H -22.08 18.20 -12.84
H -22.06 16.45 -12.73
C -21.53 18.95 -6.46
O -21.94 18.67 -7.60
N -21.45 17.95 -5.53
N -21.06 20.18 -6.16
H -21.10 18.17 -4.61
H -21.75 17.05 -5.84
H -20.93 20.30 -5.16
H -21.47 20.92 -6.75
C -25.55 19.91 -6.07
O -25.14 21.00 -6.53
N -26.82 19.69 -5.62
N -24.76 18.83 -6.21
H -26.99 18.83 -5.15
H -27.52 20.37 -5.88
H -23.93 18.92 -6.78
H -25.13 17.90 -6.06
C -17.45 22.23 -7.62
O -16.41 22.63 -7.13
N -17.55 21.14 -8.46
N -18.66 22.83 -7.40
H -18.42 20.64 -8.58
H -16.74 20.55 -8.49
H -19.53 22.49 -7.75
H -18.69 23.65 -6.82
C -22.59 24.38 -13.18
C -23.46 24.92 -14.28
C -23.37 24.08 -15.57
O -22.09 24.01 -16.13
C -21.54 25.24 -16.56
N -24.86 24.83 -13.85
H -21.52 24.53 -13.37
H -22.58 23.29 -13.19
H -22.82 24.83 -12.22
H -23.27 25.95 -14.58
H -24.12 24.41 -16.30
H -23.69 23.08 -15.26
H -22.11 25.75 -17.34
H -20.60 24.99 -17.04
H -21.44 25.93 -15.72
H -25.51 25.00 -14.62
H -25.12 25.51 -13.14
C -27.43 14.23 -7.49
C -27.85 15.35 -8.42
C -26.81 16.44 -8.62
O -27.37 17.60 -9.19
C -26.32 18.49 -9.50
N -28.28 14.72 -9.67
H -26.98 14.62 -6.57
H -26.57 13.68 -7.89
H -28.20 13.48 -7.36
H -28.77 15.79 -8.03
H -26.16 15.99 -9.39
H -26.14 16.57 -7.76
H -25.62 18.82 -8.73
H -26.81 19.35 -9.97
H -25.64 18.09 -10.26
H -27.54 14.20 -10.13
H -28.53 15.44 -10.35
C -23.27 23.15 -9.83
C -22.81 22.97 -8.39
C -23.61 23.67 -7.30
O -24.02 24.97 -7.71
C -24.72 25.67 -6.71
N -22.80 21.51 -8.12
H -24.32 22.82 -9.81
H -22.82 22.51 -10.58
H -23.28 24.18 -10.17
H -21.78 23.29 -8.22
H -23.10 23.69 -6.32
H -24.48 23.09 -6.94
H -25.80 25.49 -6.70
H -24.64 26.73 -6.98
H -24.26 25.57 -5.73
H -23.77 21.14 -8.10
H -22.52 21.08 -9.01
C -20.10 25.62 -9.23
C -19.28 26.33 -10.27
C -17.92 25.72 -10.50
O -17.23 25.53 -9.28
C -15.92 25.07 -9.46
N -20.01 26.43 -11.56
H -19.59 25.60 -8.26
H -20.32 24.58 -9.50
H -21.05 26.10 -8.97
H -19.13 27.35 -9.90
H -17.34 26.36 -11.18
H -18.03 24.72 -10.95
H -15.57 24.83 -8.46
H -15.21 25.78 -9.91
H -15.89 24.22 -10.15
H -20.98 26.54 -11.25
H -19.84 27.32 -12.03
```


Entry 6:
A cluster of 10 separate species, C35H72BN9O10 in total, computed with the ωB97M-V functional and the def2-TZVPD basis.

Relative energy (zero: lowest compared OMol25 entry of this formula, charge and spin) (kJ/mol): 980.95
F_max (eV Å⁻¹): 8.31
Orbital gap (eV): 8.2
SMILES: BCC(=O)c1ccccc1.CN(C)C=O.CN(C)C=O.CN(C)C=O.CN(C)C=O.CN(C)C=O.CN(C)C=O.CN(C)C=O.CN(C)C=O.CN(C)C=O

XYZ file:
```
127
C35H72BN9O10 | the Open Molecules 2025 dataset | the ωB97M-V functional and the def2-TZVPD basis
B 8.21 -3.67 6.29
C 7.34 -2.38 5.68
C 6.17 -2.90 4.60
O 6.39 -3.08 3.29
C 4.67 -3.16 5.29
C 3.77 -1.81 5.55
C 2.30 -1.99 6.28
C 1.84 -3.52 6.67
C 2.75 -4.88 6.42
C 4.23 -4.69 5.69
H 8.10 -4.73 5.75
H 8.87 -3.50 7.26
H 8.01 -1.52 5.24
H 6.77 -1.91 6.61
H 4.20 -0.76 5.22
H 1.69 -1.01 6.48
H 0.79 -3.65 7.17
H 2.43 -5.97 6.73
H 4.96 -5.60 5.45
C 2.60 0.36 3.32
O 3.40 1.07 3.91
N 2.67 0.00 1.99
C 1.67 -0.84 1.36
C 3.78 0.49 1.19
H 1.72 -0.06 3.83
H 2.16 -1.74 0.97
H 1.21 -0.29 0.54
H 0.90 -1.13 2.07
H 4.72 0.14 1.64
H 3.77 1.58 1.20
H 3.70 0.13 0.16
C -0.70 1.43 -1.15
O 0.15 1.36 -2.04
N -1.98 0.92 -1.22
C -2.92 1.05 -0.13
C -2.40 0.25 -2.43
H -0.48 1.92 -0.19
H -3.22 0.05 0.19
H -3.80 1.60 -0.48
H -2.47 1.58 0.72
H -1.74 -0.61 -2.61
H -2.31 0.94 -3.28
H -3.43 -0.10 -2.34
C 7.82 -3.05 -1.82
O 8.72 -3.12 -2.64
N 7.70 -3.82 -0.68
C 6.59 -3.68 0.24
C 8.73 -4.81 -0.39
H 6.99 -2.34 -1.94
H 6.98 -3.41 1.22
H 6.06 -4.63 0.30
H 5.90 -2.90 -0.10
H 9.69 -4.30 -0.31
H 8.77 -5.52 -1.22
H 8.50 -5.34 0.54
C -4.34 3.96 1.51
O -5.35 3.31 1.78
N -4.28 5.01 0.63
C -3.05 5.72 0.36
C -5.49 5.43 -0.05
H -3.37 3.72 1.97
H -3.18 6.78 0.63
H -2.82 5.64 -0.71
H -2.22 5.31 0.94
H -6.24 5.72 0.70
H -5.88 4.59 -0.63
H -5.29 6.28 -0.71
C -2.33 -2.53 2.01
O -1.49 -2.60 1.13
N -3.61 -3.03 1.94
C -4.55 -2.91 3.03
C -4.03 -3.71 0.73
H -2.11 -2.03 2.97
H -4.85 -3.91 3.36
H -5.43 -2.35 2.69
H -4.10 -2.38 3.88
H -3.37 -4.56 0.56
H -3.94 -3.02 -0.11
H -5.06 -4.05 0.82
C -7.44 4.69 -2.90
O -6.63 5.40 -2.31
N -7.36 4.34 -4.23
C -8.36 3.50 -4.86
C -6.26 4.83 -5.03
H -8.32 4.27 -2.39
H -7.87 2.60 -5.25
H -8.82 4.05 -5.68
H -9.13 3.20 -4.15
H -5.32 4.48 -4.58
H -6.26 5.92 -5.02
H -6.33 4.46 -6.06
C -6.12 -3.12 -2.85
O -5.81 -2.14 -2.18
N -5.24 -3.89 -3.58
C -5.68 -5.03 -4.35
C -3.83 -3.55 -3.57
H -7.16 -3.46 -2.92
H -5.17 -5.93 -3.98
H -5.42 -4.87 -5.40
H -6.76 -5.17 -4.27
H -3.46 -3.59 -2.54
H -3.71 -2.54 -3.95
H -3.26 -4.25 -4.19
C 0.82 6.45 0.70
O -0.19 5.80 0.97
N 0.88 7.50 -0.18
C 2.11 8.21 -0.45
C -0.33 7.92 -0.86
H 1.79 6.21 1.16
H 1.98 9.27 -0.18
H 2.34 8.13 -1.52
H 2.94 7.80 0.12
H -1.08 8.21 -0.11
H -0.72 7.08 -1.44
H -0.13 8.77 -1.52
C 3.47 -1.48 -2.03
O 4.28 -0.78 -1.44
N 3.54 -1.84 -3.36
C 2.55 -2.68 -3.99
C 4.65 -1.35 -4.15
H 2.59 -1.91 -1.51
H 3.04 -3.58 -4.37
H 2.09 -2.13 -4.81
H 1.77 -2.98 -3.27
H 5.59 -1.70 -3.71
H 4.64 -0.26 -4.14
H 4.58 -1.71 -5.18
```


What did the first record say?
A structure of composition C11H32BBrN13O20, computed with the ωB97M-V functional and the def2-TZVPD basis.

Relative energy (zero: lowest compared OMol25 entry of this formula, charge and spin) (kJ/mol): 122.41
Total charge: +1
F_max (eV Å⁻¹): 5.48
Orbital gap (eV): 8.5

XYZ file:
```
78
C11H32BBrN13O20 | the Open Molecules 2025 dataset | the ωB97M-V functional and the def2-TZVPD basis
O 5.16 2.25 2.58
B 4.84 2.91 1.37
O 5.37 4.26 1.22
N 4.07 2.37 0.22
C 2.83 1.88 0.12
N 2.30 1.45 -1.14
C 0.96 1.07 -0.78
N 0.80 1.26 0.62
N 1.94 1.74 1.20
Br 1.90 2.01 3.02
H 4.73 1.37 2.62
H 6.33 4.13 1.02
H 4.59 2.36 -0.68
H 0.17 0.69 -1.51
H -0.10 1.03 1.08
C 2.33 -0.13 -3.93
N 1.60 -0.78 -5.06
O 0.89 -1.74 -4.78
O 1.77 -0.31 -6.17
H 2.09 -0.66 -3.01
H 3.39 -0.20 -4.15
H 2.00 0.90 -3.89
C -1.30 -4.05 -4.83
N -1.91 -4.37 -3.51
O -2.86 -5.13 -3.50
O -1.41 -3.84 -2.53
H -1.84 -4.59 -5.60
H -1.37 -2.97 -4.97
H -0.26 -4.37 -4.79
C 2.79 6.30 1.94
N 1.73 6.76 1.01
O 0.72 6.08 0.92
O 1.95 7.79 0.40
H 2.46 5.38 2.42
H 3.69 6.14 1.36
H 2.94 7.09 2.69
C -2.84 -0.58 3.48
N -1.89 0.42 2.92
O -1.08 0.91 3.68
O -1.99 0.67 1.73
H -2.64 -0.71 4.54
H -3.85 -0.20 3.32
H -2.68 -1.52 2.94
C 2.38 -2.85 -0.22
N 3.32 -1.85 -0.80
O 4.14 -1.35 -0.05
O 3.19 -1.60 -1.99
H 2.60 -2.97 0.83
H 1.37 -2.46 -0.36
H 2.52 -3.78 -0.76
C -1.60 4.74 -0.92
N -1.71 3.27 -1.13
O -2.60 2.69 -0.55
O -0.88 2.75 -1.86
H -2.39 5.06 -0.25
H -0.62 4.94 -0.49
H -1.70 5.22 -1.89
C 2.77 -0.70 6.61
N 2.91 0.27 5.49
O 1.88 0.69 4.97
O 4.04 0.56 5.16
H 1.71 -0.87 6.79
H 3.26 -1.62 6.31
H 3.24 -0.26 7.48
C -7.01 1.51 1.88
N -7.04 0.05 2.18
O -6.05 -0.44 2.70
O -8.05 -0.55 1.88
H -6.05 1.91 2.20
H -7.14 1.63 0.81
H -7.83 1.97 2.44
C -4.06 -8.00 -3.86
N -3.58 -9.00 -4.85
O -3.00 -8.58 -5.84
O -3.82 -10.17 -4.60
H -3.78 -7.00 -4.21
H -5.14 -8.09 -3.79
H -3.57 -8.22 -2.91
```


The highest F_max belongs to which entry?
C35H72BN9O10


Which value of orbital gap does entry 2 give?
7.1 eV